1.
A 10-piece molecular cluster, C42H50N10 overall at a distorted geometry, computed with ωB97M-V with the def2-TZVPD basis set.

Properties
* electronic energy: -59263.2031 eV
* orbital gap: 8.81 eV
* highest occupied orbital energy: -8.237 eV

Cartesian coordinates (Å):
N  -5.939  1.819  -0.871
C  -5.335  1.999  0.348
C  -4.779  0.813  0.708
C  -5.058  -0.125  -0.338
C  -5.836  0.510  -1.259
H  -6.386  2.527  -1.426
H  -5.452  2.952  0.835
H  -4.128  0.581  1.532
H  -4.793  -1.168  -0.264
H  -6.303  0.218  -2.185
N  -2.384  2.742  4.324
C  -2.439  3.913  3.614
C  -2.272  3.625  2.286
C  -2.163  2.210  2.194
C  -2.152  1.701  3.462
H  -2.270  2.781  5.321
H  -2.509  4.869  4.106
H  -2.226  4.344  1.485
H  -1.978  1.667  1.281
H  -1.959  0.702  3.813
N  -0.372  -1.480  -0.838
C  0.880  -1.027  -0.547
C  0.889  -0.656  0.778
C  -0.453  -0.709  1.234
C  -1.199  -1.275  0.232
H  -0.723  -1.892  -1.688
H  1.657  -0.979  -1.292
H  1.735  -0.285  1.333
H  -0.783  -0.583  2.254
H  -2.241  -1.521  0.100
N  2.524  -3.292  5.310
C  3.742  -2.670  5.426
C  3.586  -1.385  4.989
C  2.218  -1.220  4.638
C  1.619  -2.447  4.731
H  2.399  -4.280  5.439
H  4.621  -3.247  5.656
H  4.358  -0.634  4.980
H  1.783  -0.340  4.191
H  0.661  -2.783  4.376
N  -3.591  -2.323  2.763
C  -3.162  -3.542  3.228
C  -4.267  -4.320  3.430
C  -5.415  -3.508  3.189
C  -4.954  -2.319  2.691
H  -2.975  -1.558  2.547
H  -2.116  -3.686  3.438
H  -4.271  -5.290  3.901
H  -6.446  -3.820  3.164
H  -5.463  -1.409  2.415
N  5.211  0.847  -4.782
C  4.186  0.089  -5.285
C  3.400  -0.300  -4.238
C  3.978  0.221  -3.048
C  5.087  0.929  -3.424
H  6.011  1.128  -5.319
H  4.116  -0.124  -6.337
H  2.505  -0.887  -4.367
H  3.704  0.012  -2.030
H  5.882  1.362  -2.839
N  -1.833  -3.645  -3.107
C  -0.815  -4.335  -2.485
C  0.368  -3.802  -2.896
C  0.068  -2.707  -3.754
C  -1.297  -2.608  -3.827
H  -2.811  -3.688  -2.877
H  -1.065  -5.083  -1.752
H  1.378  -4.077  -2.643
H  0.689  -2.131  -4.420
H  -1.886  -1.939  -4.432
N  5.427  0.965  0.208
C  6.684  0.497  0.548
C  6.533  -0.807  0.923
C  5.160  -1.161  0.803
C  4.523  -0.029  0.370
H  5.171  1.873  -0.143
H  7.487  1.210  0.605
H  7.331  -1.399  1.342
H  4.726  -2.103  1.089
H  3.459  0.025  0.219
N  2.333  4.767  -1.784
C  1.361  5.441  -1.187
C  0.495  4.911  -0.246
C  0.663  3.589  0.144
C  1.714  2.882  -0.426
C  2.450  3.491  -1.430
H  1.262  6.492  -1.442
H  -0.297  5.521  0.167
H  0.074  3.186  0.958
H  1.912  1.874  -0.090
H  3.276  2.928  -1.862
N  -1.657  0.858  -4.829
C  -0.453  0.875  -4.253
C  -0.263  1.118  -2.899
C  -1.382  1.302  -2.111
C  -2.630  1.408  -2.711
C  -2.718  1.081  -4.056
H  0.365  0.608  -4.912
H  0.731  1.057  -2.478
H  -1.319  1.448  -1.038
H  -3.493  1.636  -2.099
H  -3.679  0.994  -4.554

***

2.
C42H50N4O8Ti as an isolated structure at a distorted geometry, computed with ωB97M-V with the def2-TZVPD basis set.

Properties
* multiplicity: 3
* electronic energy: -89827.2106 eV
* orbital gap (spin up / spin down): 4.56 / 6.66 eV
* relative energy (zero: lowest compared OMol25 entry of this formula, charge and spin): 64.06 kcal per mole
* net charge: -2
* expectation value of S²: 2.040
* highest occupied orbital energy (spin up / spin down): -0.448 / -2.551 eV

Cartesian coordinates (Å):
Ti  -0.664  -0.461  0.110
C  -5.382  1.978  1.352
C  -4.738  1.779  -0.028
C  -5.261  2.853  -0.985
C  -4.955  0.361  -0.527
C  -6.132  0.106  -1.217
C  -6.448  -1.149  -1.707
C  -5.580  -2.190  -1.442
C  -4.396  -1.989  -0.750
C  -3.585  -3.195  -0.345
C  -3.332  -4.166  -1.498
C  -4.268  -3.893  0.836
C  -4.005  -0.696  -0.325
N  -2.728  -0.470  0.196
C  -2.537  0.182  1.396
O  -3.054  -0.159  2.471
C  -1.656  1.369  1.269
C  -1.518  2.316  2.284
C  -0.779  3.447  2.032
C  -0.227  3.628  0.759
C  -0.379  2.648  -0.198
N  -1.055  1.512  0.052
C  0.099  2.903  -1.617
O  0.674  3.993  -1.847
N  -0.135  1.906  -2.441
C  0.079  2.104  -3.792
C  -0.868  2.802  -4.582
C  -0.588  3.075  -5.912
C  0.588  2.639  -6.506
C  1.461  1.858  -5.766
C  1.214  1.570  -4.431
C  2.156  0.686  -3.639
C  2.319  -0.686  -4.300
C  3.511  1.366  -3.434
C  -2.193  3.223  -3.978
C  -3.360  2.665  -4.801
C  -2.285  4.746  -3.845
H  -5.208  2.998  1.709
H  -6.461  1.808  1.290
H  -4.963  1.288  2.080
H  -3.669  1.947  0.053
H  -6.353  2.878  -1.014
H  -4.917  3.836  -0.653
H  -4.883  2.684  -1.993
H  -6.826  0.919  -1.390
H  -7.359  -1.310  -2.271
H  -5.840  -3.190  -1.772
H  -2.632  -2.827  0.011
H  -2.639  -4.951  -1.189
H  -4.260  -4.638  -1.834
H  -2.877  -3.639  -2.336
H  -5.278  -4.215  0.565
H  -3.695  -4.771  1.148
H  -4.336  -3.205  1.681
H  -2.003  2.126  3.231
H  -0.635  4.193  2.804
H  0.328  4.514  0.487
H  -1.298  3.647  -6.502
H  0.812  2.889  -7.537
H  2.369  1.488  -6.233
H  1.686  0.533  -2.666
H  2.812  -0.611  -5.273
H  2.913  -1.347  -3.663
H  1.339  -1.145  -4.445
H  4.004  1.554  -4.392
H  3.373  2.324  -2.928
H  4.175  0.740  -2.829
H  -2.245  2.787  -2.980
H  -3.351  3.062  -5.819
H  -3.294  1.577  -4.853
H  -4.317  2.926  -4.346
H  -2.314  5.220  -4.831
H  -3.187  5.032  -3.298
H  -1.414  5.120  -3.305
O  -0.631  -5.560  3.366
C  -0.521  -4.415  2.608
C  -0.543  -4.451  1.216
C  -0.499  -3.260  0.525
N  -0.423  -2.066  1.170
C  -0.219  -2.054  2.514
C  -0.298  -3.198  3.264
C  0.280  -0.694  2.918
O  0.651  -0.426  4.056
O  0.336  0.078  1.887
C  -0.431  -3.040  -0.948
O  -0.225  -3.950  -1.741
O  -0.543  -1.776  -1.251
H  -0.822  -6.289  2.769
H  -0.587  -5.386  0.667
H  -0.157  -3.160  4.335
C  3.035  1.222  1.023
C  2.529  1.010  -0.398
O  1.675  -0.129  -0.602
C  2.380  -1.303  -0.997
C  2.998  -2.075  0.165
H  3.568  2.175  1.072
H  3.716  0.433  1.342
H  2.192  1.247  1.708
H  3.375  0.919  -1.088
H  1.948  1.876  -0.698
H  3.154  -1.022  -1.721
H  1.658  -1.932  -1.508
H  3.844  -1.542  0.597
H  3.349  -3.049  -0.182
H  2.247  -2.228  0.941

***

3.
C42H51AsCl2CsI2N2O2P2 as an isolated structure at a distorted geometry, computed with ωB97M-V with the def2-TZVPD basis set.

Properties
* electronic energy: -172669.7430 eV
* orbital gap: 4.29 eV
* relative energy (zero: lowest compared OMol25 entry of this formula, charge and spin): 34.36 kcal per mole
* net charge: -1
* highest occupied orbital energy: -2.554 eV

Cartesian coordinates (Å):
Cs  -0.347  0.269  -0.786
N  1.780  2.398  2.219
C  1.321  3.485  3.061
C  -0.070  4.042  2.743
C  -1.262  3.175  3.149
N  -1.281  1.904  2.442
H  1.727  2.704  1.247
H  1.090  1.651  2.292
H  2.052  4.298  2.974
H  1.367  3.154  4.101
H  -0.127  4.259  1.669
H  -0.189  5.008  3.246
H  -2.181  3.758  2.977
H  -1.214  2.968  4.227
H  -1.174  2.085  1.443
H  -2.189  1.463  2.563
I  2.588  -1.411  0.893
C  3.274  0.260  -0.191
I  3.342  -0.019  -2.277
H  4.281  0.468  0.156
H  2.608  1.085  0.002
C  -3.603  -2.580  0.530
P  -1.767  -2.527  0.615
C  -1.561  -3.334  2.255
C  -1.364  -3.999  -0.436
C  -1.271  -3.690  -1.925
P  0.156  -2.582  -2.322
C  1.501  -3.841  -2.389
C  -0.121  -2.358  -4.120
H  -3.986  -3.562  0.813
H  -3.944  -2.335  -0.472
H  -4.023  -1.829  1.199
H  -2.039  -4.317  2.282
H  -2.009  -2.721  3.042
H  -0.505  -3.455  2.502
H  -2.113  -4.778  -0.245
H  -0.410  -4.394  -0.072
H  -2.168  -3.172  -2.272
H  -1.186  -4.617  -2.503
H  1.251  -4.684  -3.035
H  1.724  -4.219  -1.390
H  2.414  -3.370  -2.756
H  -0.236  -3.312  -4.639
H  0.721  -1.821  -4.559
H  -1.022  -1.755  -4.248
C  1.160  -4.791  6.229
C  1.983  -4.245  5.256
C  1.649  -3.037  4.667
C  0.501  -2.355  5.051
C  -0.313  -2.904  6.028
C  0.014  -4.119  6.611
As  0.111  -0.687  4.089
C  1.327  0.415  5.141
C  2.682  0.579  4.930
C  3.399  1.426  5.761
C  2.758  2.111  6.785
C  1.398  1.959  6.989
C  0.674  1.108  6.164
C  -0.776  0.885  6.229
C  -1.655  1.497  7.114
C  -3.009  1.229  7.033
C  -3.500  0.359  6.069
C  -2.628  -0.252  5.178
C  -1.272  0.006  5.262
H  1.412  -5.739  6.685
H  2.882  -4.760  4.952
H  2.302  -2.625  3.904
H  -1.210  -2.382  6.343
H  -0.633  -4.537  7.371
H  3.174  0.084  4.102
H  4.458  1.570  5.597
H  3.323  2.779  7.421
H  0.909  2.512  7.780
H  -1.289  2.187  7.861
H  -3.691  1.710  7.719
H  -4.561  0.164  6.008
H  -3.017  -0.921  4.417
Cl  0.103  8.624  -3.193
C  0.070  7.005  -2.543
C  1.206  6.218  -2.636
C  1.175  4.943  -2.103
C  0.024  4.459  -1.498
C  -1.105  5.261  -1.426
C  -1.090  6.543  -1.945
C  0.009  3.082  -0.883
O  -1.089  2.644  -0.479
O  1.102  2.467  -0.830
H  2.094  6.608  -3.114
H  2.043  4.303  -2.143
H  -1.993  4.858  -0.964
H  -1.961  7.181  -1.893
Cl  -6.525  -0.720  -7.297
C  -5.439  -0.588  -5.926
C  -5.557  -1.462  -4.854
C  -4.704  -1.362  -3.786
C  -3.669  -0.383  -3.713
C  -2.783  -0.322  -2.655
C  -3.597  0.490  -4.839
C  -4.451  0.389  -5.907
H  -6.326  -2.224  -4.860
H  -4.824  -2.058  -2.964
H  -2.932  -0.953  -1.791
H  -2.064  0.481  -2.580
H  -2.839  1.264  -4.852
H  -4.354  1.078  -6.737

***

4.
C42H51BaClFN3O6 as an isolated structure, computed with ωB97M-V with the def2-TZVPD basis set.

Properties
* electronic energy: -77077.9560 eV
* orbital gap: 6.91 eV
* relative energy (zero: lowest compared OMol25 entry of this formula, charge and spin): 5.08 kcal per mole
* net charge: -2
* highest occupied orbital energy: -2.938 eV

Cartesian coordinates (Å):
Ba  -1.114  0.457  -0.882
C  1.826  5.194  -0.040
C  2.048  3.858  -0.756
C  2.615  4.082  -2.155
C  2.889  2.939  0.102
C  4.276  2.920  -0.011
C  5.058  2.130  0.816
C  4.442  1.339  1.774
C  3.059  1.318  1.910
C  2.397  0.431  2.947
C  2.242  1.166  4.284
C  3.125  -0.896  3.168
C  2.262  2.121  1.062
N  0.864  1.992  1.106
C  0.218  2.722  1.994
O  0.672  3.606  2.757
C  -1.269  2.438  2.093
C  -2.122  3.411  2.597
C  -3.477  3.130  2.679
C  -3.931  1.877  2.303
C  -3.009  0.951  1.837
N  -1.714  1.236  1.718
C  -3.447  -0.488  1.561
O  -4.538  -0.830  2.052
N  -2.560  -1.221  0.899
C  -2.676  -2.609  1.076
C  -2.315  -3.160  2.334
C  -2.372  -4.532  2.536
C  -2.763  -5.394  1.523
C  -3.090  -4.858  0.291
C  -3.054  -3.486  0.041
C  -3.382  -3.062  -1.383
C  -4.147  -1.747  -1.570
C  -2.107  -3.087  -2.233
C  -1.853  -2.274  3.479
C  -2.927  -2.177  4.567
C  -0.528  -2.746  4.083
H  1.133  5.822  -0.608
H  2.776  5.733  0.053
H  1.425  5.035  0.961
H  1.077  3.381  -0.875
H  3.533  4.679  -2.133
H  1.886  4.622  -2.764
H  2.831  3.135  -2.653
H  4.756  3.541  -0.759
H  6.137  2.129  0.713
H  5.052  0.716  2.419
H  1.390  0.218  2.573
H  3.231  1.379  4.704
H  1.694  0.547  5.001
H  1.716  2.111  4.153
H  4.063  -0.751  3.710
H  3.356  -1.400  2.226
H  2.503  -1.566  3.767
H  -1.693  4.352  2.910
H  -4.172  3.879  3.041
H  -4.967  1.575  2.367
H  -2.105  -4.936  3.507
H  -2.810  -6.464  1.691
H  -3.395  -5.517  -0.517
H  -4.028  -3.861  -1.766
H  -3.488  -0.890  -1.711
H  -4.799  -1.528  -0.724
H  -4.756  -1.808  -2.477
H  -1.342  -2.415  -1.840
H  -2.307  -2.769  -3.258
H  -1.671  -4.089  -2.251
H  -1.685  -1.277  3.072
H  -3.094  -3.157  5.027
H  -3.866  -1.825  4.141
H  -2.615  -1.484  5.354
H  -0.630  -3.719  4.572
H  -0.182  -2.032  4.836
H  0.248  -2.837  3.321
Cl  -0.788  1.376  -8.884
C  -0.667  0.868  -7.207
C  -0.708  -0.504  -6.900
C  -0.620  -0.926  -5.606
C  -0.492  -0.008  -4.499
O  -0.447  -0.425  -3.314
C  -0.422  1.386  -4.865
C  -0.211  2.426  -3.888
O  0.004  2.297  -2.693
C  -0.526  1.788  -6.208
H  -0.811  -1.220  -7.707
H  -0.648  -1.981  -5.361
H  -0.223  3.451  -4.316
H  -0.486  2.847  -6.442
C  0.933  -2.386  0.556
O  0.864  -1.482  -0.529
C  2.039  -0.703  -0.715
C  3.091  -1.395  -1.561
O  2.876  -1.386  -2.955
C  2.833  -0.094  -3.524
H  1.086  -1.844  1.495
H  1.748  -3.108  0.425
H  -0.016  -2.918  0.601
H  2.471  -0.433  0.252
H  1.712  0.234  -1.177
H  3.127  -2.453  -1.289
H  4.067  -0.945  -1.322
H  3.691  0.510  -3.194
H  1.908  0.435  -3.281
H  2.875  -0.224  -4.604
F  -3.058  1.535  -1.629